[1]
115
Properties=species:S:1:pos:R:3 method="wB97M-V/def2-TZVPD" homo_ev=-10.15 lumo_ev=-4.7 gap_ev=5.5 charge=+1
C -0.151 -1.929 3.621
C -1.343 -1.167 2.762
C -1.690 -1.909 1.333
C -1.330 -1.015 0.005
N 0.171 -0.899 -0.279
C 0.520 0.534 0.151
C 0.263 1.862 -0.834
C 0.661 3.343 -0.165
C 1.277 3.221 1.386
C 1.674 4.639 2.179
C 0.667 4.671 3.508
C -0.537 5.804 3.365
S -2.190 4.995 3.765
C -3.238 4.812 2.177
S -3.879 6.311 1.584
N -3.476 3.502 1.460
C -4.839 3.422 0.810
C -4.602 3.808 -0.796
C -3.156 2.294 2.311
C -4.224 1.985 3.515
N 1.478 1.950 2.132
N 1.121 0.790 1.513
H -0.540 -2.845 4.240
H 0.673 -2.234 2.813
H 0.386 -1.123 4.311
H -2.319 -1.238 3.444
H -1.151 -0.018 2.608
H -1.242 -3.010 1.276
H -2.873 -2.063 1.327
H -1.729 0.086 0.222
H -1.852 -1.376 -0.981
H 0.710 -1.496 0.418
H -0.185 1.744 -1.915
H 0.524 4.354 -0.738
H 1.547 5.568 1.479
H 2.757 4.484 2.599
H 1.277 4.819 4.522
H 0.103 3.629 3.652
H -0.505 6.363 2.337
H -0.288 6.624 4.194
H -5.178 2.286 0.817
H -5.674 4.063 1.321
H -5.031 2.974 -1.502
H -5.103 4.861 -1.027
H -3.426 3.849 -0.974
H -3.204 1.353 1.578
H -2.068 2.291 2.754
H -5.203 2.626 3.492
H -3.636 2.074 4.549
H -4.574 0.848 3.464
H 1.285 -0.098 2.082
Cl -8.648 1.913 4.293
C -8.419 3.201 5.503
C -8.249 4.569 4.861
Cl -6.708 4.712 3.980
H -7.556 2.936 6.121
H -9.308 3.197 6.140
H -8.246 5.344 5.633
H -9.061 4.789 4.161
Cl -3.686 -2.248 -3.094
C -2.930 -3.671 -2.333
C -3.952 -4.571 -1.658
Cl -4.671 -3.810 -0.216
H -2.175 -3.316 -1.625
H -2.418 -4.221 -3.129
H -3.470 -5.494 -1.321
H -4.764 -4.841 -2.339
Cl 6.147 0.008 2.554
C 5.944 -0.007 0.784
C 4.484 -0.111 0.374
Cl 3.787 -1.703 0.766
H 6.536 -0.834 0.381
H 6.370 0.929 0.409
H 4.392 0.017 -0.709
H 3.873 0.656 0.861
Cl 5.718 -6.342 2.256
C 5.947 -5.054 3.466
C 6.117 -3.687 2.824
Cl 7.658 -3.543 1.943
H 6.810 -5.319 4.084
H 5.058 -5.058 4.103
H 6.121 -2.911 3.596
H 5.305 -3.466 2.124
Cl 2.053 0.381 -3.647
C 3.339 0.763 -4.820
C 4.711 0.335 -4.328
Cl 5.267 1.315 -2.948
H 3.301 1.838 -5.026
H 3.092 0.231 -5.744
H 5.449 0.464 -5.125
H 4.721 -0.716 -4.023
Cl 9.547 -8.822 -1.618
C 8.015 -8.174 -0.981
C 7.668 -8.754 0.381
Cl 7.243 -10.481 0.288
H 7.230 -8.374 -1.717
H 8.139 -7.090 -0.903
H 6.797 -8.236 0.794
H 8.496 -8.646 1.088
Cl 4.482 3.069 -6.048
C 4.143 4.147 -7.427
C 3.362 5.383 -7.011
Cl 1.694 4.992 -6.522
H 3.607 3.568 -8.186
H 5.111 4.441 -7.843
H 3.290 6.078 -7.853
H 3.846 5.904 -6.179
Cl -5.118 -6.141 -4.823
C -5.457 -5.064 -6.201
C -6.238 -3.828 -5.786
Cl -7.906 -4.218 -5.297
H -5.993 -5.643 -6.960
H -4.489 -4.770 -6.618
H -6.310 -3.133 -6.627
H -5.754 -3.306 -4.954



[2]
27
Properties=species:S:1:pos:R:3 method="wB97M-V/def2-TZVPD" homo_ev=-12.44 lumo_ev=-2.6 gap_ev=9.8 charge=+1
C -0.722 0.962 1.577
C -1.704 0.731 0.449
C 0.133 -0.259 1.958
C -0.067 0.002 -1.410
C -2.223 0.778 -1.953
C 2.938 0.200 0.436
C 1.342 -2.677 0.041
N -1.149 0.942 -0.982
Si 1.346 -0.752 0.631
H -0.080 1.905 1.429
H -1.338 1.120 2.356
H -2.124 -0.306 0.336
H -2.598 1.449 0.524
H 0.563 -0.023 2.903
H -0.559 -1.148 1.970
H -0.501 -0.902 -1.540
H 0.534 0.573 -2.138
H -2.296 -0.187 -2.346
H -3.265 1.220 -1.655
H -2.085 1.321 -2.920
H 3.844 -0.256 0.871
H 3.312 -0.013 -0.551
H 3.030 1.170 0.643
H 2.346 -3.085 0.354
H 0.567 -3.162 0.598
H 1.275 -2.700 -1.122
H -0.829 1.906 -0.961



[3]
45
Properties=species:S:1:pos:R:3 method="wB97M-V/def2-TZVPD" homo_ev="-19.06 / -19.06" lumo_ev="-13.8 / -13.8" gap_ev="5.2 / 5.3" charge=+3 spin_multiplicity=2
V 0.072 0.132 0.541
P 2.185 -0.872 0.850
C 2.379 -1.288 -0.948
C 1.074 -1.722 -1.576
N -0.061 -1.222 -1.028
C -1.259 -1.465 -1.610
C -1.361 -2.264 -2.749
C -0.192 -2.760 -3.338
C 1.046 -2.493 -2.742
C -2.479 -0.794 -1.035
P -2.107 0.730 -0.033
H 2.009 -2.844 -3.144
H -2.366 -2.410 -3.173
H -0.248 -3.329 -4.266
H -3.134 -0.462 -1.862
H -3.064 -1.504 -0.416
H 2.772 -0.388 -1.479
H 3.120 -2.095 -1.030
H 1.465 4.067 -1.531
O 1.767 3.271 -2.026
H 2.415 3.566 -2.684
H -0.740 4.676 0.707
O -0.838 4.868 -0.241
H -1.230 5.760 -0.310
C -2.199 2.028 -1.283
H -3.186 1.977 -1.749
H -2.029 3.006 -0.821
H -1.426 1.859 -2.041
C -3.522 0.888 1.086
H -3.391 1.799 1.685
H -4.443 0.968 0.495
H -3.591 0.016 1.752
C 2.160 -2.499 1.645
H 3.098 -3.023 1.444
H 2.051 -2.368 2.725
H 1.329 -3.104 1.272
C 3.738 -0.104 1.390
H 3.641 0.142 2.456
H 4.577 -0.800 1.256
H 3.930 0.815 0.817
N -0.366 -0.284 2.320
C -0.485 -0.361 3.488
N -0.747 -0.651 4.684
C -0.335 0.023 5.744
N -0.028 0.516 6.760



[4]
101
Properties=species:S:1:pos:R:3 method="wB97M-V/def2-TZVPD" homo_ev=-5.18 lumo_ev=2.3 gap_ev=7.5 charge=-1
O 0.544 1.088 -0.146
C 0.495 -0.313 -0.196
O 0.817 -0.873 0.895
O 0.202 -0.885 -1.239
H 0.751 1.142 0.797
C -3.012 4.978 -2.650
C -2.635 4.241 -1.370
O -3.021 4.656 -0.293
N -2.097 3.011 -1.563
C -1.655 2.434 -2.826
H -3.096 4.370 -3.550
H -2.324 5.780 -2.916
H -4.013 5.353 -2.441
H -1.688 2.546 -0.762
H -2.455 2.235 -3.534
H -1.079 1.523 -2.672
H -0.943 3.171 -3.215
C 3.412 1.751 2.722
C 3.773 2.829 1.724
O 3.929 2.550 0.544
N 4.190 4.024 2.231
C 4.631 5.095 1.386
H 3.482 2.136 3.744
H 4.118 0.933 2.614
H 2.403 1.367 2.575
H 4.000 4.201 3.201
H 4.788 4.736 0.377
H 5.516 5.573 1.817
H 3.922 5.932 1.352
C -1.735 -3.201 4.941
C -1.254 -2.723 3.589
O -1.232 -3.479 2.638
N -0.829 -1.423 3.434
C -0.486 -0.537 4.524
H -2.126 -2.413 5.589
H -0.920 -3.703 5.461
H -2.568 -3.871 4.742
H -0.320 -1.289 2.557
H -1.342 0.113 4.745
H 0.406 0.051 4.330
H -0.334 -1.075 5.465
C -4.374 -1.934 1.357
C -3.083 -1.617 0.648
O -2.427 -2.457 0.090
N -2.615 -0.321 0.643
C -3.117 0.841 1.326
H -4.133 -2.199 2.392
H -4.918 -2.747 0.890
H -5.026 -1.065 1.474
H -1.625 -0.368 0.436
H -3.245 1.639 0.583
H -2.401 1.282 2.029
H -4.079 0.726 1.814
C -2.558 -1.945 -3.472
C -3.046 -3.214 -2.820
O -2.311 -4.089 -2.440
N -4.414 -3.287 -2.700
C -5.177 -4.427 -2.267
H -1.701 -2.046 -4.135
H -2.267 -1.128 -2.805
H -3.281 -1.446 -4.137
H -4.880 -2.457 -3.024
H -5.803 -4.803 -3.075
H -5.802 -4.152 -1.411
H -4.460 -5.139 -1.861
C 2.825 -1.840 3.336
C 2.427 -3.292 3.486
O 2.207 -4.040 2.564
N 2.384 -3.722 4.792
C 2.213 -5.093 5.185
H 3.132 -1.638 2.314
H 3.680 -1.585 3.971
H 2.009 -1.167 3.593
H 2.549 -3.051 5.519
H 2.904 -5.792 4.712
H 1.203 -5.462 4.972
H 2.325 -5.191 6.266
C 1.113 -1.603 -4.456
C 1.572 -3.003 -4.115
O 1.249 -3.614 -3.125
N 2.402 -3.564 -5.061
C 3.041 -4.846 -4.907
H 0.364 -1.737 -5.244
H 1.950 -1.027 -4.864
H 0.725 -1.015 -3.628
H 2.431 -3.133 -5.968
H 3.988 -4.807 -5.441
H 2.428 -5.700 -5.217
H 3.178 -5.020 -3.839
C 1.202 4.251 -0.582
C 1.439 5.532 -1.342
O 1.122 6.626 -0.891
N 2.119 5.413 -2.513
C 2.602 6.560 -3.267
H 0.447 4.455 0.175
H 2.133 3.976 -0.089
H 0.827 3.431 -1.194
H 2.136 4.523 -2.979
H 3.620 6.790 -2.944
H 1.981 7.428 -3.064
H 2.599 6.273 -4.315



[5]
16
Properties=species:S:1:pos:R:3 method="wB97M-V/def2-TZVPD" homo_ev=-3.67 lumo_ev=4.3 gap_ev=8.0 charge=-1
C -0.931 0.333 -0.366
O -0.328 0.058 0.842
C 0.110 0.701 -1.480
N 0.768 -0.352 -2.131
H -1.517 -0.579 -0.703
H -1.542 1.185 -0.249
H -0.342 1.360 -2.224
H 0.950 1.193 -1.030
H 1.522 -0.820 -1.593
H 0.132 -1.170 -2.187
H -1.775 -0.397 2.485
H -0.809 0.793 2.494
O -1.422 0.355 3.121
H 2.242 -0.458 1.236
H 0.950 -0.940 0.904
O 1.992 -1.263 0.880



[6]
15
Properties=species:S:1:pos:R:3 method="wB97M-V/def2-TZVPD" homo_ev=-4.32 lumo_ev=3.2 gap_ev=7.5 charge=-1
C 0.895 -1.661 0.213
C -0.453 -1.285 0.093
C -1.726 -1.562 0.623
C -0.034 1.301 -1.017
C 0.214 1.970 0.262
N 1.653 -0.852 -0.485
O -2.126 -2.254 1.531
F 0.473 3.347 0.110
F -0.835 2.065 1.128
F 1.246 1.552 0.967
S -2.864 -0.474 -0.420
S -0.746 -0.137 -1.254
Cl 3.308 -1.270 -0.555
H 1.018 -2.555 0.834
H -0.023 1.816 -2.030